Entry from OMol25: a cluster of 5 separate species, C10H20Br10 in total in a non-equilibrium geometry (ωB97M-V/def2-TZVPD).

Energy above the lowest of the compared OMol25 structures with the same formula, charge and spin ... 0.698 eV
E ... -711119.608 eV
F_max ... 1.63 eV Å⁻¹
Structure (SMILES) ... BrCCBr.BrCCBr.BrCCBr.BrCCBr.BrCCBr
E_LUMO ... 0.21 eV
HOMO energy ... -10.07 eV

Structure (ORCA input):
```
! RIJCOSX wB97M-V def2-TZVPD def2/J DEFGRID3
* xyz 0 1
Br -1.321 -32.311 -14.477
C 0.347 -32.900 -15.287
C 0.812 -31.819 -16.214
Br 2.518 -32.208 -17.144
H 0.160 -33.849 -15.778
H 1.173 -33.032 -14.584
H 0.875 -30.870 -15.685
H 0.163 -31.643 -17.070
Br 0.075 -27.077 -15.382
C 1.647 -25.970 -14.885
C 2.531 -25.787 -16.102
Br 3.765 -24.318 -15.929
H 2.175 -26.423 -14.056
H 1.214 -25.014 -14.605
H 2.040 -25.562 -17.042
H 3.089 -26.710 -16.261
Br -4.903 -28.390 -17.045
C -3.095 -28.038 -17.783
C -2.080 -29.033 -17.308
Br -2.425 -30.843 -18.048
H -2.785 -27.038 -17.479
H -3.216 -27.991 -18.862
H -2.138 -29.181 -16.233
H -1.067 -28.745 -17.579
Br -8.438 -24.608 -16.453
C -9.359 -26.331 -16.058
C -8.435 -27.513 -15.810
Br -9.534 -29.078 -15.485
H -9.931 -26.631 -16.932
H -9.985 -26.127 -15.201
H -7.823 -27.441 -14.914
H -7.749 -27.774 -16.609
Br -1.774 -27.379 -22.280
C -1.140 -29.111 -21.578
C 0.123 -28.921 -20.816
Br 0.797 -30.684 -20.240
H -1.018 -29.772 -22.429
H -1.880 -29.519 -20.890
H 0.078 -28.295 -19.923
H 0.940 -28.421 -21.340
*
```